Entry from the Open Molecules 2025 dataset: a molecular structure, C10H20AsClF6SbV at a distorted geometry (the ωB97M-V functional and the def2-TZVPD basis).

**Electronic energy**: -132579.87768 eV
**Net charge**: +1
**Relative energy (zero: lowest compared OMol25 entry of this formula, charge and spin)**: 0.977 eV
**HOMO level (spin up / spin down)**: -0.4503 / -0.4284 hartree
**<S²>**: 0.7658
**Multiplicity**: 2
**Frontier orbital gap (spin up / spin down)**: 8.124 / 7.864 eV

Structure (XYZ):
```
40
C10H20AsClF6SbV the ωB97M-V functional and the def2-TZVPD basis
H -0.41 3.15 -2.25
H 2.86 -2.01 -0.59
F -1.95 0.87 0.20
C -0.88 4.54 1.73
H 4.40 1.69 1.01
C 4.64 0.67 0.73
Sb 0.22 3.27 0.40
As -1.58 -0.44 -1.08
V 0.03 0.73 0.83
H -1.87 3.48 -1.30
F -3.08 -1.19 -0.79
H -0.48 4.45 2.74
H -0.72 4.80 -1.63
C 3.43 -0.03 0.09
F -0.80 -1.33 0.32
H 3.93 0.66 -1.88
F -2.16 0.64 -2.29
H 0.76 -1.23 3.60
H 3.99 -2.03 0.76
H 2.72 1.67 -1.07
F 0.04 0.46 -1.18
H 2.28 0.08 -1.74
H 2.41 4.19 -0.92
H 4.55 -1.60 -0.86
H 5.46 0.68 0.03
Cl -0.56 0.68 3.09
C 2.34 0.04 1.06
C 3.06 0.64 -1.23
H -0.79 5.56 1.38
F -0.97 -1.59 -2.19
H 1.88 5.39 0.28
C -0.82 3.73 -1.42
H 4.96 0.14 1.63
C 1.67 -0.06 2.09
C 2.06 4.33 0.10
H -1.93 4.23 1.72
C 3.73 -1.52 -0.16
C 0.98 -0.19 3.35
H 2.82 3.98 0.80
H 1.52 0.30 4.17
```



Entry from the Open Molecules 2025 dataset: 3 unconnected molecules or ions with the total composition C10H20B3NO7S at a distorted geometry (the ωB97M-V functional and the def2-TZVPD basis).

**Electronic energy**: -39385.67878 eV
**Net charge**: 0
**HOMO level**: -0.3196 hartree
**Structure (SMILES)**: NCCB1OBOB(S)O1.O=C1CCCO1.O=C1CCCO1
**Frontier orbital gap**: 9.028 eV

Structure (XYZ):
```
42
C10H20B3NO7S the ωB97M-V functional and the def2-TZVPD basis
C 1.77 3.60 -2.27
H 2.05 0.04 -2.29
H -4.59 -2.52 -1.84
H -1.09 -1.14 0.98
H -3.46 -4.57 -1.85
H 0.62 0.94 -1.94
S 5.15 4.79 0.82
H 0.54 -2.71 0.39
C 0.75 -2.17 1.31
C 2.24 2.10 -2.74
O 2.57 4.15 2.13
H 5.54 3.61 0.11
N 1.66 0.96 -1.93
B 1.98 2.87 1.59
O 2.34 5.15 -0.17
H -5.84 -3.47 -1.03
H -4.18 -5.09 -0.28
O -1.54 -4.03 0.00
H -5.07 -2.71 1.16
H 2.23 1.91 2.23
C 0.12 -0.23 2.49
H -1.09 -2.05 2.49
C 1.71 -1.04 1.08
H 3.42 2.05 -2.81
H 1.83 1.96 -3.85
B 3.27 4.71 0.93
H 0.41 -0.43 3.53
C -0.47 -1.45 1.82
O 2.73 -1.10 0.42
O -3.13 -2.47 0.53
H 2.57 4.36 -2.73
H -4.77 -1.27 0.16
O 1.29 0.08 1.74
H 1.17 -2.84 2.07
H 0.74 3.90 -2.81
B 1.75 3.85 -0.65
C -4.53 -2.33 0.29
H -0.57 0.62 2.47
C -3.80 -4.25 -0.86
O 1.16 2.93 0.37
C -2.68 -3.60 -0.09
C -4.80 -3.13 -0.96
```



Entry from the Open Molecules 2025 dataset: a molecular structure, C10H20CeN2OP at a distorted geometry (the ωB97M-V functional and the def2-TZVPD basis).

**Electronic energy**: -37925.93298 eV
**Net charge**: +1
**HOMO level**: -0.3363 hartree
**Frontier orbital gap**: 5.848 eV

Structure (XYZ):
```
35
C10H20CeN2OP the ωB97M-V functional and the def2-TZVPD basis
H 0.21 1.08 -2.49
C 2.96 -0.90 -0.15
H -5.80 0.24 0.03
C 0.89 0.61 -1.79
C -5.12 2.91 -0.56
C -5.33 -0.12 -0.89
O -1.92 1.12 -0.51
C -3.23 1.20 -0.62
H -3.13 4.02 0.79
P -0.99 -0.69 2.21
H -2.11 -1.53 2.12
H -5.68 0.40 -1.79
H -2.90 4.36 -0.94
H 1.65 -1.70 1.34
N -3.89 0.01 -0.80
C 2.24 0.50 -2.08
H -5.20 3.70 -1.31
H -2.51 -1.47 -0.06
H -5.65 -1.16 -1.01
N -3.73 2.44 -0.50
H -1.77 3.31 -0.08
H -2.45 -1.16 -1.84
H -0.10 -1.41 3.02
H 2.54 0.96 -3.03
H -1.43 0.36 3.03
H -5.88 2.16 -0.81
C -2.82 3.59 -0.17
H -5.40 3.33 0.41
H 3.79 -1.45 0.30
Ce -0.07 0.07 -0.08
H -3.77 -2.12 -1.13
H 4.21 -0.19 -1.72
C -3.10 -1.25 -0.97
C 3.21 -0.17 -1.33
C 1.75 -1.05 0.49
```



Entry from the Open Molecules 2025 dataset: a molecular structure, C10H20Cl2O3PTl at a distorted geometry (the ωB97M-V functional and the def2-TZVPD basis).

**Electronic energy**: -55843.37009 eV
**Net charge**: +2
**HOMO level**: -0.5472 hartree
**Frontier orbital gap**: 4.844 eV

Structure (XYZ):
```
37
C10H20Cl2O3PTl the ωB97M-V functional and the def2-TZVPD basis
C -0.25 -4.34 -4.39
C 0.87 -1.33 2.76
C -0.82 -3.34 -3.42
H 0.57 -3.80 -4.95
H -1.42 3.50 -1.03
C 0.13 1.18 -3.47
H 1.85 -1.73 2.42
H 1.82 -1.36 4.74
H 2.34 2.41 -1.45
H 1.34 3.58 -2.39
Tl 0.80 -3.04 -1.26
C 1.37 2.91 -1.52
H -0.80 0.65 -3.74
H 0.23 2.08 -4.08
H -2.22 2.43 -2.22
H 0.43 -4.94 -3.72
P 0.06 1.65 -1.71
H 1.19 3.49 -0.61
H -0.98 3.60 -2.77
H 0.97 0.50 -3.62
C -1.34 0.50 0.10
H -1.03 -4.91 -5.14
H 0.06 -1.10 4.78
H 0.52 1.20 4.80
O -2.07 0.11 0.89
H 0.11 -2.09 2.56
Cl 1.63 -0.24 -1.27
H 2.22 0.92 4.41
H 0.13 1.77 2.54
O 0.59 -0.17 1.95
C 1.19 0.66 4.14
C 0.93 1.03 2.66
Cl 2.75 -3.40 -2.58
H 1.84 1.44 2.20
O -1.50 -2.37 -3.30
C -1.28 2.92 -1.95
C 0.99 -0.87 4.24
```



Entry from the Open Molecules 2025 dataset: a molecular structure, C10H20N2O3S2 at a distorted geometry (the ωB97M-V functional and the def2-TZVPD basis).

**Electronic energy**: -41477.49818 eV
**Net charge**: 0
**Relative energy (zero: lowest compared OMol25 entry of this formula, charge and spin)**: 11.076 eV
**HOMO level**: -0.3148 hartree
**Frontier orbital gap**: 8.450 eV

Structure (XYZ):
```
37
C10H20N2O3S2 the ωB97M-V functional and the def2-TZVPD basis
H 1.20 3.09 0.85
S 3.08 -2.04 1.67
C -0.99 4.65 -1.70
C -0.01 1.51 0.75
N -0.35 -3.42 -1.22
H 3.28 -4.43 2.37
H -1.52 -3.59 -1.17
O -3.05 2.03 -1.11
C -0.08 -0.96 -1.59
H 1.81 -3.46 0.23
H -2.72 1.04 -1.69
H -2.24 4.42 -2.08
H -0.30 1.22 -2.00
C -2.36 1.79 0.07
H -0.72 5.40 -2.57
N -0.70 0.36 -1.54
C -1.08 0.77 -0.03
C 0.06 2.93 0.33
H 0.02 -2.97 -2.40
H 3.08 -2.91 3.91
C -0.54 -1.97 -0.46
H 0.69 -0.89 1.17
C 2.66 -3.43 2.79
H 1.33 -3.77 2.77
H -1.59 -1.91 0.03
C 1.83 -2.40 0.47
O 0.81 -1.29 -2.41
H -0.79 3.45 0.93
H 1.08 1.10 0.61
H -0.34 1.52 1.75
H 2.24 -1.91 -0.60
H 0.06 -2.64 1.42
H -0.82 5.42 -0.87
O -2.58 1.93 1.45
C 0.47 -1.87 0.76
H -1.20 -0.09 0.62
S 0.28 3.29 -1.51
```



Entry from the Open Molecules 2025 dataset: 2 unconnected molecules or ions with the total composition C10H20N2OP (the ωB97M-V functional and the def2-TZVPD basis).

**Electronic energy**: -25001.10939 eV
**Net charge**: +1
**Relative energy (zero: lowest compared OMol25 entry of this formula, charge and spin)**: 0.182 eV
**HOMO level**: -0.4200 hartree
**Frontier orbital gap**: 8.010 eV

Structure (XYZ):
```
34
C10H20N2OP the ωB97M-V functional and the def2-TZVPD basis
H -1.18 1.80 -0.14
H 0.40 -2.17 0.82
H -4.25 2.61 -1.45
H 0.26 2.33 -2.71
H -0.60 0.82 -2.66
N -6.02 0.84 -0.52
P -4.54 0.54 -0.36
C 1.72 -2.61 2.46
H -1.22 3.26 -1.18
H -6.62 0.87 0.29
H -3.26 2.62 -0.13
H 3.26 -3.07 3.88
C -0.12 1.57 -2.03
H 1.75 2.57 -0.05
H 0.63 1.50 0.81
C 4.04 -2.89 1.89
O -2.49 1.73 -1.75
H 0.93 -2.61 3.20
H -3.93 0.34 0.89
H -3.90 -0.29 -1.27
H 5.06 -3.09 2.19
N -3.58 2.05 -0.92
C 1.43 -2.36 1.12
H 1.91 0.96 -1.92
C 3.75 -2.64 0.56
C -1.22 2.17 -1.17
H 4.54 -2.65 -0.18
C 1.43 1.53 0.07
H 0.84 -0.16 -1.13
C 3.03 -2.87 2.84
H 2.26 0.98 0.50
H 2.21 -2.19 -0.87
C 2.44 -2.38 0.18
C 1.04 0.91 -1.27
```



Entry from the Open Molecules 2025 dataset: 2 unconnected molecules or ions with the total composition C10H20N3O at a distorted geometry (the ωB97M-V functional and the def2-TZVPD basis).

**Electronic energy**: -17198.58294 eV
**Net charge**: +1
**Relative energy (zero: lowest compared OMol25 entry of this formula, charge and spin)**: 6.594 eV
**HOMO level**: -0.4296 hartree
**Frontier orbital gap**: 7.503 eV

Structure (XYZ):
```
34
C10H20N3O the ωB97M-V functional and the def2-TZVPD basis
H 0.68 4.32 0.43
H -0.34 -3.64 -0.84
H 1.55 -2.12 -1.50
H 2.81 1.37 -2.28
C 0.22 -3.07 -0.08
H 0.65 -3.82 3.09
H 2.73 -4.25 1.75
C 0.81 -1.84 -0.74
H -3.69 1.37 1.56
C -1.84 3.03 -1.17
H -4.52 2.59 0.31
C -0.17 2.87 -1.17
H -2.19 4.06 -0.72
H 1.31 -1.20 -0.01
N -1.52 0.64 -0.02
C -2.37 1.72 -0.27
H -2.28 2.92 -2.27
C 2.22 3.02 -0.72
C -3.87 1.62 0.41
H -2.04 -0.07 0.57
H 2.66 -2.63 1.08
H 0.08 1.10 -2.91
O 1.20 -3.96 0.45
N 0.85 3.59 -0.31
H 1.98 -2.71 3.50
H -4.38 0.66 -0.08
C 1.28 -3.00 2.72
N 2.10 1.97 -1.80
C 0.64 1.80 -2.15
H 0.63 -2.15 2.51
H 0.02 -1.25 -1.22
C 2.04 -3.44 1.47
H -0.51 -2.80 0.69
H 3.27 3.30 -0.29
```



Entry from the Open Molecules 2025 dataset: a single C10H20NO7PS molecule at a distorted geometry (the ωB97M-V functional and the def2-TZVPD basis).

**Electronic energy**: -46640.98826 eV
**Net charge**: 0
**Relative energy (zero: lowest compared OMol25 entry of this formula, charge and spin)**: 0.000 eV
**HOMO level**: -0.3351 hartree
**Structure (SMILES)**: CCOP(=O)(OCC)SCCCN(C)OC(=O)C(=O)O
**Frontier orbital gap**: 9.063 eV

Structure (XYZ):
```
40
C10H20NO7PS the ωB97M-V functional and the def2-TZVPD basis
C 5.25 -1.22 -3.15
H -2.32 2.62 -0.38
H 3.54 0.06 -3.16
S 1.95 1.17 -0.53
H 4.83 -2.09 -3.67
H -0.18 -4.91 -0.31
H -1.89 4.08 0.61
O -5.06 -1.49 2.76
C -4.89 -0.32 2.06
O -3.45 1.61 1.54
H -0.30 0.63 0.28
H 5.82 -0.64 -3.92
O 3.52 -1.33 -1.58
C -1.73 2.98 0.46
H 0.46 -3.98 1.02
H -2.29 3.85 3.05
O -2.50 -0.39 2.23
C 0.97 -3.10 -0.81
H 5.96 -1.56 -2.38
O 1.15 -0.77 -2.52
H -2.20 2.19 3.81
H -6.03 -1.65 2.74
O -5.80 0.27 1.49
H -0.95 -3.35 0.19
P 1.95 -0.80 -1.26
O 1.27 -1.85 -0.21
C 4.22 -0.43 -2.44
H 0.05 3.56 -0.56
H 0.34 3.07 1.08
H 0.48 -2.92 -1.78
H 1.88 -3.66 -0.96
H -0.36 1.30 -1.33
H -0.77 2.94 3.09
C 0.00 -3.86 0.04
C 0.11 1.41 -0.36
C -1.85 2.85 2.95
N -2.17 2.21 1.64
H 4.71 0.42 -1.91
C -0.23 2.83 0.20
C -3.48 0.29 1.98
```



What did the fifth record say?
Entry from the Open Molecules 2025 dataset: a molecular structure, C10H20N2O3S2 at a distorted geometry (the ωB97M-V functional and the def2-TZVPD basis).

**Electronic energy**: -41477.49818 eV
**Net charge**: 0
**Relative energy (zero: lowest compared OMol25 entry of this formula, charge and spin)**: 11.076 eV
**HOMO level**: -0.3148 hartree
**Frontier orbital gap**: 8.450 eV

Structure (XYZ):
```
37
C10H20N2O3S2 the ωB97M-V functional and the def2-TZVPD basis
H 1.20 3.09 0.85
S 3.08 -2.04 1.67
C -0.99 4.65 -1.70
C -0.01 1.51 0.75
N -0.35 -3.42 -1.22
H 3.28 -4.43 2.37
H -1.52 -3.59 -1.17
O -3.05 2.03 -1.11
C -0.08 -0.96 -1.59
H 1.81 -3.46 0.23
H -2.72 1.04 -1.69
H -2.24 4.42 -2.08
H -0.30 1.22 -2.00
C -2.36 1.79 0.07
H -0.72 5.40 -2.57
N -0.70 0.36 -1.54
C -1.08 0.77 -0.03
C 0.06 2.93 0.33
H 0.02 -2.97 -2.40
H 3.08 -2.91 3.91
C -0.54 -1.97 -0.46
H 0.69 -0.89 1.17
C 2.66 -3.43 2.79
H 1.33 -3.77 2.77
H -1.59 -1.91 0.03
C 1.83 -2.40 0.47
O 0.81 -1.29 -2.41
H -0.79 3.45 0.93
H 1.08 1.10 0.61
H -0.34 1.52 1.75
H 2.24 -1.91 -0.60
H 0.06 -2.64 1.42
H -0.82 5.42 -0.87
O -2.58 1.93 1.45
C 0.47 -1.87 0.76
H -1.20 -0.09 0.62
S 0.28 3.29 -1.51
```



Q: The highest net charge belongs to which entry?
A: C10H20Cl2O3PTl